(1)
A cluster of 8 separate species, C51H113N5O8 in total in a non-equilibrium geometry, computed with ωB97M-V/def2-TZVPD.

The geometry in XYZ format:
```
177
Properties=species:S:1:pos:R:3
C -5.062 -0.205 0.470
C -5.627 -0.269 1.911
O -7.064 -0.264 1.877
H -5.199 0.779 0.020
H -5.571 -0.949 -0.142
H -4.012 -0.499 0.457
H -5.362 0.655 2.424
H -5.282 -1.171 2.416
H -7.386 -0.208 2.780
C 3.751 2.400 1.301
C 3.234 2.292 -0.123
O 2.621 1.022 -0.309
H 4.732 1.942 1.430
H 3.043 1.918 1.974
H 3.811 3.466 1.518
H 4.107 2.195 -0.768
H 2.612 3.121 -0.461
H 2.565 0.897 -1.259
C -1.242 -1.538 0.012
C -1.080 -0.061 0.023
O -0.009 0.378 0.881
H -2.134 -1.816 -0.549
H -1.463 -1.965 0.990
H -0.424 -2.080 -0.464
H -2.061 0.365 0.230
H -0.799 0.155 -1.008
H 0.777 0.374 0.330
C 5.346 -0.848 1.330
C 4.880 -2.342 1.570
C 5.615 -3.021 2.760
C 5.056 -2.571 4.113
C 3.588 -2.736 4.179
C 2.789 -2.164 3.025
N 3.416 -2.525 1.736
O 2.729 -2.005 0.633
C 1.430 -2.866 3.117
C 2.549 -0.653 3.379
C 5.344 -3.069 0.310
H 5.632 -0.340 2.251
H 4.732 -0.172 0.735
H 6.275 -0.736 0.771
H 5.534 -4.107 2.720
H 6.682 -2.855 2.611
H 5.286 -1.506 4.144
H 5.558 -3.050 4.954
H 3.178 -2.317 5.098
H 3.419 -3.808 4.282
H 0.783 -2.373 2.391
H 1.495 -3.897 2.768
H 0.954 -2.788 4.094
H 1.955 -0.211 2.580
H 2.092 -0.435 4.344
H 3.542 -0.206 3.331
H 4.869 -2.726 -0.609
H 5.057 -4.118 0.387
H 6.413 -3.040 0.096
H 2.632 -1.058 0.762
C -1.748 4.977 -0.698
C -0.294 5.305 -0.224
C 0.577 5.098 -1.475
C 0.449 6.277 -2.506
C 0.608 7.673 -1.884
C -0.243 7.858 -0.639
N -0.180 6.669 0.289
O -0.985 6.831 1.456
C 0.379 9.115 0.148
C -1.704 8.293 -1.050
C 0.210 4.336 0.890
H -2.420 5.515 -0.029
H -1.885 3.905 -0.557
H -2.102 5.183 -1.708
H 1.611 4.783 -1.331
H 0.156 4.238 -1.996
H -0.484 6.252 -3.069
H 1.231 6.102 -3.245
H 0.391 8.424 -2.644
H 1.673 7.682 -1.652
H 0.460 9.968 -0.525
H -0.244 9.361 1.008
H 1.377 8.859 0.504
H -1.691 8.874 -1.972
H -2.438 7.498 -1.187
H -2.153 8.788 -0.190
H 1.275 4.449 1.092
H 0.132 3.308 0.534
H -0.298 4.501 1.840
H -1.843 6.824 1.026
C 3.387 -8.424 -2.222
C 2.617 -7.151 -1.675
C 3.328 -5.975 -2.496
C 2.590 -4.621 -2.371
C 1.109 -4.687 -2.905
C 0.416 -5.904 -2.122
N 1.240 -7.127 -2.118
O 0.542 -8.213 -1.649
C 0.008 -5.465 -0.725
C -0.818 -6.188 -2.955
C 2.889 -6.969 -0.085
H 3.465 -8.320 -3.305
H 2.982 -9.419 -2.044
H 4.433 -8.421 -1.914
H 4.307 -5.751 -2.071
H 3.519 -6.205 -3.544
H 3.179 -3.961 -3.008
H 2.740 -4.272 -1.349
H 1.141 -4.876 -3.978
H 0.623 -3.721 -2.771
H -0.721 -4.656 -0.692
H -0.453 -6.270 -0.152
H 0.891 -5.153 -0.168
H -1.521 -5.355 -2.984
H -0.642 -6.419 -4.006
H -1.321 -7.026 -2.473
H 2.261 -7.587 0.557
H 2.927 -5.938 0.267
H 3.880 -7.391 0.084
H 0.489 -8.039 -0.706
C -3.182 1.796 4.928
C -2.363 2.666 3.898
C -2.719 4.138 4.111
C -1.908 4.676 5.235
C -0.378 4.410 5.020
C 0.003 2.923 4.983
N -0.875 2.323 3.959
O -0.518 1.002 3.606
C 1.442 2.869 4.500
C -0.116 2.294 6.339
C -2.875 2.397 2.478
H -2.799 0.778 4.855
H -2.937 2.110 5.943
H -4.258 1.764 4.758
H -2.409 4.723 3.245
H -3.776 4.309 4.314
H -2.101 5.748 5.270
H -2.192 4.246 6.195
H 0.192 4.844 5.841
H -0.058 4.913 4.107
H 1.831 1.854 4.418
H 2.043 3.330 5.284
H 1.580 3.429 3.575
H 0.003 1.215 6.430
H -1.068 2.492 6.832
H 0.635 2.627 7.055
H -3.902 2.754 2.409
H -2.274 2.908 1.726
H -2.826 1.325 2.285
H -0.238 0.990 2.688
C -2.441 -3.927 -5.784
C -2.315 -2.379 -5.448
C -2.353 -1.601 -6.761
C -2.713 -0.069 -6.584
C -4.016 0.070 -5.837
C -3.933 -0.649 -4.439
N -3.420 -2.002 -4.573
O -3.361 -2.640 -3.339
C -3.191 0.258 -3.428
C -5.416 -0.820 -3.996
C -0.970 -2.077 -4.746
H -3.256 -4.202 -6.453
H -1.542 -4.361 -6.222
H -2.563 -4.488 -4.857
H -1.398 -1.652 -7.284
H -3.100 -2.026 -7.432
H -1.940 0.420 -5.991
H -2.690 0.497 -7.515
H -4.841 -0.326 -6.429
H -4.036 1.150 -5.688
H -3.385 0.016 -2.383
H -3.437 1.309 -3.584
H -2.121 0.055 -3.471
H -5.938 -1.672 -4.432
H -6.034 0.060 -4.173
H -5.438 -1.103 -2.943
H -0.707 -1.033 -4.574
H -0.989 -2.417 -3.710
H -0.130 -2.664 -5.114
H -3.892 -3.412 -3.547
```

* SMILES string: CC1(C)CCCC(C)(C)N1O.CC1(C)CCCC(C)(C)N1O.CC1(C)CCCC(C)(C)N1O.CC1(C)CCCC(C)(C)N1O.CC1(C)CCCC(C)(C)N1O.CCO.CCO.CCO
* frontier orbital gap: 7.79 eV
* charge: 0
* HOMO: -7.73 eV
* ΔE to the lowest compared entry with this formula, charge and spin: 40.1 kcal per mole



(2)
A structure of composition C37H44BaN9O9PS4Te in a non-equilibrium geometry, computed with ωB97M-V/def2-TZVPD.

The geometry in XYZ format:
```
106
Properties=species:S:1:pos:R:3
Ba 0.235 -0.183 1.068
C 3.460 -0.370 -2.122
N 2.407 -1.365 -1.975
C 2.913 -2.612 -1.425
C 3.498 -2.478 -0.035
C 4.375 -3.448 0.431
C 4.848 -3.346 1.732
C 4.456 -2.268 2.502
C 3.602 -1.328 1.939
N 3.127 -1.438 0.701
C 1.624 -1.558 -3.180
C 0.283 -0.848 -3.235
C -0.621 -1.240 -4.222
C -1.881 -0.671 -4.247
C -2.187 0.301 -3.307
C -1.221 0.639 -2.377
N -0.012 0.069 -2.325
C 3.114 1.071 -1.827
C 3.456 2.065 -2.736
C 3.285 3.395 -2.378
C 2.792 3.686 -1.120
C 2.459 2.626 -0.286
N 2.601 1.350 -0.629
H 3.890 -0.421 -3.137
H 4.263 -0.621 -1.425
H 3.675 -3.075 -2.080
H 2.081 -3.321 -1.364
H 4.663 -4.276 -0.206
H 5.508 -4.105 2.135
H 4.767 -2.161 3.532
H 3.263 -0.481 2.521
H 1.409 -2.624 -3.299
H 2.205 -1.265 -4.069
H -0.347 -2.019 -4.924
H -2.622 -0.998 -4.966
H -3.162 0.764 -3.262
H -1.429 1.399 -1.630
H 3.849 1.798 -3.709
H 3.531 4.187 -3.075
H 2.633 4.703 -0.788
H 2.033 2.798 0.695
O 1.658 -1.090 4.152
S 0.453 -1.744 3.634
O -0.009 -2.823 4.486
O 0.751 -2.248 2.244
O -0.630 -0.715 3.398
N -5.223 -1.112 -6.589
C -5.259 -1.481 -5.229
C -5.515 -0.523 -4.248
C -5.566 -0.887 -2.914
C -5.378 -2.212 -2.540
C -5.144 -3.172 -3.512
C -5.084 -2.807 -4.851
S -5.369 -2.634 -0.806
O -5.431 -4.082 -0.769
O -6.469 -1.895 -0.231
N -4.032 -2.028 -0.238
C -2.847 -2.611 -0.498
S -2.633 -4.341 -0.839
C -0.949 -4.078 -1.069
C -0.669 -2.772 -0.874
N -1.704 -1.951 -0.535
H -4.959 -0.149 -6.731
H -4.645 -1.720 -7.149
H -5.664 0.512 -4.538
H -5.751 -0.147 -2.146
H -5.009 -4.200 -3.208
H -4.895 -3.558 -5.611
H -0.280 -4.878 -1.339
H 0.298 -2.303 -1.039
C -2.292 1.578 4.349
C -2.616 1.841 2.934
C -3.794 1.481 2.333
C -3.951 1.725 0.963
N -3.028 2.338 0.235
C -1.880 2.729 0.815
S -0.657 3.504 -0.051
N -1.688 2.453 2.152
C -5.172 1.260 0.248
H -3.197 1.361 4.915
H -1.748 2.399 4.813
H -1.640 0.694 4.378
H -4.558 0.973 2.901
H -0.774 2.679 2.541
H -6.060 1.331 0.875
H -5.029 0.203 0.004
H -5.304 1.830 -0.669
C 5.632 1.040 4.681
C 4.201 1.223 5.146
O 3.402 1.416 3.986
P 1.833 1.828 4.039
O 1.359 1.440 2.648
Te 0.923 1.508 6.202
O 1.917 3.467 4.024
C 2.792 4.086 3.085
C 2.067 5.211 2.374
H 6.285 0.875 5.541
H 5.977 1.925 4.142
H 5.710 0.183 4.010
H 4.110 2.081 5.816
H 3.836 0.343 5.681
H 3.161 3.361 2.358
H 3.662 4.468 3.631
H 1.258 4.814 1.757
H 2.763 5.765 1.737
H 1.633 5.903 3.099
```

* frontier orbital gap: 5.42 eV
* charge: -2
* HOMO: -1.86 eV
* ΔE to the lowest compared entry with this formula, charge and spin: 39.4 kcal per mole



(3)
A structure of composition C27H21F3GeN5O3Re in a non-equilibrium geometry, computed with ωB97M-V/def2-TZVPD.

The geometry in XYZ format:
```
61
Properties=species:S:1:pos:R:3
Re 1.436 0.373 0.518
O 1.177 -0.340 2.371
N 0.827 0.330 3.477
C -0.386 0.680 3.659
C -0.684 1.475 4.794
N -0.973 2.381 5.447
C -1.425 0.462 2.695
N -1.948 0.461 1.675
C 6.131 -2.143 -0.091
N 5.097 -1.972 0.981
C 5.416 -2.419 2.355
C 3.990 -1.397 0.672
N 2.974 -0.867 0.398
H 6.286 -3.208 -0.233
H 7.048 -1.619 0.222
H 5.737 -1.826 -1.076
H 5.437 -3.479 2.374
H 4.740 -1.994 3.086
H 6.417 -2.022 2.550
F 2.737 1.814 -0.747
C 3.126 2.974 -0.031
F 4.222 2.617 0.548
F 3.363 3.968 -0.844
C 1.928 3.188 0.926
O 1.421 4.247 1.106
O 1.507 2.041 1.470
C -0.205 0.143 -0.346
Ge -2.186 0.653 -0.237
C 0.280 -1.160 -0.953
C 0.706 -1.314 -2.280
C 1.164 -2.486 -2.828
C 1.198 -3.638 -2.044
C 0.809 -3.530 -0.685
C 0.318 -2.349 -0.175
C -3.402 -0.737 -0.699
C -3.431 -1.937 0.010
C -4.389 -2.860 -0.299
C -5.306 -2.632 -1.281
C -5.340 -1.453 -1.972
C -4.345 -0.515 -1.674
C -2.463 2.464 -0.633
C -3.043 2.848 -1.816
C -3.411 4.195 -1.981
C -3.204 5.132 -1.003
C -2.663 4.712 0.212
C -2.357 3.384 0.413
H 0.758 -0.408 -2.943
H 1.519 -2.567 -3.901
H 1.510 -4.593 -2.467
H 0.815 -4.437 -0.052
H 0.066 -2.241 0.838
H -2.797 -2.118 0.895
H -4.438 -3.781 0.286
H -6.109 -3.316 -1.455
H -6.077 -1.182 -2.755
H -4.451 0.415 -2.216
H -3.229 2.206 -2.656
H -3.944 4.508 -2.878
H -3.487 6.192 -1.132
H -2.541 5.418 1.003
H -1.927 3.260 1.405
```

* frontier orbital gap: 7.50 eV
* charge: +2
* HOMO: -14.60 eV
* ΔE to the lowest compared entry with this formula, charge and spin: 6.4 kcal per mole



(4)
A cluster of 9 separate species, H18O9 in total, computed with ωB97M-V/def2-TZVPD.

The geometry in XYZ format:
```
27
Properties=species:S:1:pos:R:3
O -1.329 2.061 -0.776
H -0.384 2.228 -0.933
H -1.768 2.295 -1.600
O 1.470 2.694 -0.620
H 2.303 3.147 -0.779
H 1.502 2.395 0.310
O 1.113 -2.134 3.252
H 1.940 -2.235 2.769
H 0.405 -2.245 2.597
O -0.087 -0.574 -0.764
H -0.131 -1.255 -0.071
H -0.596 0.173 -0.414
O 1.077 1.172 1.633
H 0.557 0.976 2.420
H 1.028 0.373 1.092
O 2.285 -0.458 -2.435
H 2.850 0.310 -2.307
H 1.651 -0.418 -1.702
O -2.154 0.999 1.743
H -3.106 1.095 1.652
H -1.782 1.594 1.071
O -0.775 -2.666 1.057
H -1.607 -3.083 1.310
H -0.121 -3.377 1.102
O -1.263 -0.785 -3.452
H -1.244 -0.757 -2.484
H -1.834 -1.526 -3.673
```

* SMILES string: O.O.O.O.O.O.O.O.O
* frontier orbital gap: 10.50 eV
* charge: 0
* HOMO: -10.54 eV
* ΔE to the lowest compared entry with this formula, charge and spin: 38.4 kcal per mole



(5)
A structure of composition C3H7Cl4NiO5PY in a non-equilibrium geometry, computed with ωB97M-V/def2-TZVPD.

The geometry in XYZ format:
```
22
Properties=species:S:1:pos:R:3
Y 1.251 -1.648 -1.884
Ni -1.054 0.392 -2.724
C -0.201 0.633 0.536
O -0.032 0.113 -0.751
H -1.088 1.260 0.443
H -0.285 -0.147 1.293
H 0.581 1.267 0.955
P -0.232 -1.365 -4.230
O 0.572 -0.317 -3.426
O -0.581 0.078 -4.622
O -0.804 -1.542 -2.817
O 1.321 -1.428 -4.148
C 1.397 3.708 2.243
Cl 3.048 4.285 2.400
Cl 0.217 4.771 3.062
H 1.043 3.802 1.216
H 1.282 2.716 2.679
C -1.217 -3.403 1.872
Cl -1.644 -3.283 3.604
Cl -2.157 -2.367 0.924
H -0.181 -3.072 1.800
H -1.235 -4.452 1.575
```

* frontier orbital gap (spin up / spin down): 6.54 / 5.80 eV
* charge: +1
* spin multiplicity: 3
* HOMO (spin up / spin down): -12.50 / -11.82 eV
* ⟨S²⟩: 2.24



(6)
A structure of composition H4OS2Si in a non-equilibrium geometry, computed with ωB97M-V/def2-TZVPD.

The geometry in XYZ format:
```
8
Properties=species:S:1:pos:R:3
O 0.532 -1.282 0.183
Si 0.477 0.348 0.384
S -0.709 -2.131 0.622
S -0.547 1.190 -1.227
H 1.904 0.741 0.279
H -0.374 0.694 1.453
H -1.729 -1.528 -0.116
H 0.445 1.968 -1.577
```

* frontier orbital gap: 9.54 eV
* charge: 0
* HOMO: -9.00 eV
* ΔE to the lowest compared entry with this formula, charge and spin: 5.7 kcal per mole



(7)
An isolated molecule of C5H8O, computed with ωB97M-V/def2-TZVPD.

The geometry in XYZ format:
```
14
Properties=species:S:1:pos:R:3
O -1.443 1.347 0.914
C -1.570 0.242 1.586
C -0.067 0.401 0.648
C 0.373 0.899 -0.748
C 1.065 -0.465 -0.948
C 0.099 -1.047 0.104
H -2.448 -0.355 1.190
H 0.626 0.656 1.441
H -0.482 1.014 -1.418
H 0.974 1.811 -0.761
H 1.035 -0.898 -1.951
H 2.102 -0.459 -0.597
H -0.820 -1.401 -0.374
H 0.446 -1.792 0.825
```

* frontier orbital gap: 8.44 eV
* charge: 0
* HOMO: -7.59 eV
* ΔE to the lowest compared entry with this formula, charge and spin: 137.2 kcal per mole



(8)
The ion CHN4 with charge -1 in a non-equilibrium geometry, computed with ωB97M-V/def2-TZVPD.

The geometry in XYZ format:
```
6
Properties=species:S:1:pos:R:3
C 0.347 0.641 0.089
N -0.995 -0.965 0.325
N 0.696 -0.257 -0.825
N -0.692 0.221 0.803
N -0.182 -1.237 -0.624
H 0.826 1.598 0.232
```

* frontier orbital gap: 9.74 eV
* charge: -1
* HOMO: -4.72 eV
* ΔE to the lowest compared entry with this formula, charge and spin: 22.4 kcal per mole



E / Eh: -2886.35128 -4834.29452 -3995.01533 -687.96461 -4222.85955 -1163.50902 -270.33928 -257.75016